No. 1
The following is a quantum chemistry calculation of one molecule with the formula C2O3 in a non-equilibrium geometry, from OMol25.

Each line ends with the natural charge from an NBO analysis.
Positions of all 5 atoms, in Å:
1 C 0.0871 0.3442 -0.8180  0.592
2 C -0.4396 0.0010 0.4651  0.679
3 O 1.2360 0.1607 -1.0075  -0.332
4 O -0.9699 -1.0114 0.0663  -0.519
5 O 0.0864 0.5056 1.2941  -0.420

Atomic forces in eV per Å
C 8.424 2.172 -5.943
C -6.297 -5.622 -1.676
O -4.141 0.468 -1.266
O -1.678 -2.174 0.380
O 3.693 5.156 8.505

Calculated total energy = -301.8037 a.u.
Charge = 0
HOMO-LUMO gap (spin up / spin down) = 0.343 / 0.343 hartree
Highest occupied orbital energy (spin up / spin down) = -11.48 / -11.48 eV

No. 2
The following is a quantum chemistry calculation of C30H15Cl5N5O3PdS3 as an isolated structure in a non-equilibrium geometry, from OMol25.

Each line ends with the natural charge from an NBO analysis.
Positions of all 62 atoms, in Å:
1 Pd 0.0250 -1.4471 0.3255  1.076
2 O 5.8365 -0.4961 3.6810  -0.713
3 C 4.7307 -0.0938 4.1729  0.666
4 O 4.4635 0.3872 5.3054  -0.692
5 C 3.6341 -0.2563 3.2636  0.003
6 C 3.8622 -0.7474 1.9606  -0.139
7 C 2.7618 -1.0237 1.1292  0.087
8 N 1.4615 -0.8745 1.5693  -0.506
9 C 1.2222 -0.3471 2.8093  0.187
10 C 2.3255 0.0806 3.6124  -0.165
11 C -0.1555 -0.1618 3.2789  0.158
12 C -0.4778 0.9408 4.1028  -0.209
13 C -1.8005 1.1530 4.4701  -0.138
14 C -2.7777 0.3006 3.9303  -0.238
15 C -2.3918 -0.7645 3.1511  0.037
16 N -1.0921 -0.9815 2.7968  -0.474
17 C 2.8271 -1.5584 -0.2158  0.273
18 C 4.0092 -1.7944 -0.9464  -0.217
19 C 3.8902 -2.3768 -2.2123  -0.128
20 C 2.6212 -2.6537 -2.7434  -0.243
21 C 1.4955 -2.3360 -1.9864  0.045
22 N 1.6206 -1.7528 -0.7827  -0.505
23 H 4.8464 -0.9634 1.5767  0.264
24 H 2.0173 0.4963 4.5808  0.259
25 H 0.3235 1.6151 4.4157  0.243
26 H -2.0486 1.9546 5.1575  0.240
27 H -3.8123 0.4461 4.1465  0.234
28 H -3.0675 -1.5024 2.7369  0.203
29 H 4.9874 -1.6046 -0.5014  0.254
30 H 4.7648 -2.5678 -2.8185  0.243
31 H 2.4525 -3.1901 -3.6662  0.242
32 H 0.4563 -2.5458 -2.2899  0.216
33 Cl -3.1076 -8.0000 -0.0896  0.170
34 C -2.7394 -6.3266 -0.0481  -0.004
35 C -1.6498 -5.8571 0.7034  -0.066
36 Cl -0.7518 -6.9148 1.7288  0.126
37 C -1.2540 -4.5093 0.5827  -0.113
38 Cl 0.0612 -3.9017 1.5387  0.138
39 C -1.8277 -3.6090 -0.3438  0.403
40 O -1.4718 -2.3494 -0.6006  -0.585
41 C -2.9596 -4.1132 -1.0824  -0.088
42 Cl -3.7663 -3.0856 -2.1410  0.161
43 C -3.3984 -5.4353 -0.9060  -0.093
44 Cl -4.7806 -6.0207 -1.7791  0.102
45 S -1.7278 2.5012 -5.3293  0.188
46 C -1.3629 2.4104 -3.7434  -0.195
47 S -1.3401 0.8619 -2.8858  0.462
48 C -0.8520 1.6099 -1.4007  -0.168
49 N -0.6117 2.9356 -1.5880  -0.216
50 N -1.0426 3.3537 -2.8368  -0.139
51 C -1.0978 4.7860 -2.9933  0.106
52 C -0.2494 5.5824 -2.1984  -0.195
53 C -0.4125 6.9725 -2.2545  -0.191
54 C -1.3102 7.5716 -3.1580  -0.167
55 C -2.1051 6.7306 -3.9747  -0.190
56 C -2.0650 5.3342 -3.8685  -0.204
57 S -0.7659 0.9228 0.1347  -0.006
58 H 0.3996 5.0983 -1.4450  0.258
59 H 0.1371 7.5975 -1.5701  0.234
60 H -1.4719 8.6469 -3.2841  0.239
61 H -2.7936 7.1691 -4.6964  0.231
62 H -2.6936 4.7035 -4.4812  0.240

Atoms 1-6, force components in eV/Å:
Pd -2.169 1.018 2.389
O -1.220 0.503 0.711
C 3.640 0.267 2.214
O 0.069 -0.423 -1.155
C -2.425 0.109 -2.208
C -1.683 -0.365 -0.796

Calculated total energy = -5274.7393 a.u.
Charge = +1
Spin multiplicity = 5
HOMO-LUMO gap (spin up / spin down) = 0.226 / 0.098 hartree
Highest occupied orbital energy (spin up / spin down) = -9.52 / -9.52 eV

No. 3
The following is a quantum chemistry calculation of C30H16BrCl4F6N5O8S2Ti as an isolated structure in a non-equilibrium geometry, from OMol25.

Each line ends with the Löwdin charge.
Positions of all 73 atoms, in Å:
1 Ti -0.9881 0.7132 -0.3607  1.209
2 Br -1.2747 3.1696 6.7123  0.751
3 C -1.2194 2.8459 4.8521  -0.690
4 C -0.6228 3.7876 4.0045  -0.092
5 C -0.5759 3.5804 2.6474  0.021
6 C -1.1075 2.4066 2.0855  -0.310
7 O -1.0841 2.2423 0.7895  -0.138
8 C -1.6994 1.4589 2.9459  -0.128
9 C -2.2988 0.2598 2.4534  -0.035
10 N -2.2049 -0.2011 1.2502  0.044
11 C -2.8665 -1.4155 0.9178  -0.178
12 C -3.2933 -2.3872 1.7829  0.004
13 C -3.9595 -3.5307 1.2898  -0.053
14 C -4.1885 -3.6953 -0.0465  -0.015
15 C -3.7307 -2.7230 -0.9653  -0.140
16 C -3.8928 -2.8127 -2.3690  0.017
17 C -3.3969 -1.8275 -3.1697  -0.003
18 C -2.7096 -0.7452 -2.5812  -0.055
19 N -2.5447 -0.6417 -1.2881  0.041
20 C -3.0562 -1.5979 -0.4717  -0.152
21 C -1.7642 1.7044 4.3319  -0.072
22 H -0.2006 4.6893 4.4277  0.109
23 H -0.1323 4.3106 1.9844  0.129
24 H -2.8974 -0.2872 3.1818  0.133
25 H -3.1206 -2.3076 2.8476  0.112
26 H -4.2892 -4.2842 1.9921  0.111
27 H -4.7042 -4.5717 -0.4175  0.120
28 H -4.4071 -3.6675 -2.7906  0.126
29 H -3.4969 -1.8627 -4.2446  0.118
30 H -2.2759 0.0355 -3.1941  0.134
31 H -2.2360 0.9771 4.9808  0.113
32 Cl -1.8110 4.9890 -5.5257  0.677
33 C -1.1349 3.9194 -4.3564  -0.697
34 C 0.2306 3.6264 -4.3859  -0.697
35 Cl 1.2441 4.3307 -5.5873  0.678
36 C 0.7844 2.7588 -3.4435  -0.601
37 Cl 2.4524 2.3552 -3.4300  0.763
38 C -0.0437 2.2146 -2.4774  -0.321
39 O 0.3280 1.3467 -1.5282  -0.185
40 C -1.4096 2.4979 -2.4456  -0.357
41 O -2.0638 1.8503 -1.4945  -0.162
42 C -1.9645 3.3525 -3.3893  -0.613
43 Cl -3.6576 3.6582 -3.3319  0.717
44 F -0.5092 -3.7035 -1.5690  0.145
45 C 0.7900 -3.3917 -1.5394  -0.667
46 F 1.3950 -3.9920 -2.5483  0.163
47 F 1.3027 -3.8132 -0.3866  0.151
48 S 0.9465 -1.5487 -1.6886  0.669
49 O -0.1219 -1.1668 -0.7277  -0.401
50 O 0.6576 -1.2455 -3.0527  -0.226
51 N 2.2771 -1.0719 -1.0997  -0.245
52 S 3.7190 -1.7165 -1.0354  0.668
53 O 3.8439 -2.9453 -1.7536  -0.237
54 O 4.2384 -1.6215 0.2994  -0.269
55 C 4.6787 -0.4630 -1.9808  -0.680
56 F 4.5142 0.7519 -1.4606  0.125
57 F 4.3049 -0.4492 -3.2524  0.144
58 F 5.9706 -0.7852 -1.9094  0.148
59 N 5.3871 -0.9777 2.2588  0.190
60 C 4.4502 -0.5290 3.1211  -0.516
61 O 4.6089 -0.3994 4.3185  0.064
62 C 3.1432 -0.1720 2.4663  -0.127
63 C 3.0205 0.9696 1.6929  0.026
64 C 1.8175 1.2150 1.0568  -0.092
65 N 0.7833 0.3793 1.1384  -0.005
66 C 0.9022 -0.7138 1.8951  -0.107
67 C 2.0485 -1.0129 2.5984  0.029
68 H 6.2654 -1.2872 2.6403  0.119
69 H 5.1345 -1.2246 1.3122  -0.008
70 H 3.8562 1.6394 1.5440  0.133
71 H 1.6879 2.0709 0.4071  0.126
72 H 0.0624 -1.3972 1.8892  0.114
73 H 2.1090 -1.9204 3.1828  0.133

Atoms 1-6, force components in eV/Å:
Ti -0.515 0.554 0.116
Br -0.003 0.001 0.018
C -0.029 -0.057 -0.028
C 0.032 0.055 -0.042
C -0.009 -0.011 0.061
C -0.013 -0.040 -0.102

Calculated total energy = -8688.5711 a.u.
Charge = 0
HOMO-LUMO gap = 0.246 hartree
Highest occupied orbital energy = -8.27 eV

No. 4
The following is a quantum chemistry calculation of C30H19F5IN2O4PdS as an isolated structure in a non-equilibrium geometry, from OMol25.

Each line ends with the natural charge from an NBO analysis.
Positions of all 63 atoms, in Å:
1 Pd 0.8672 1.5290 -0.3591  1.181
2 C 4.4923 0.7008 2.7853  -0.648
3 C 4.2973 -0.2811 1.6884  0.187
4 N 5.2355 -1.1621 1.5297  -0.417
5 C 5.0912 -2.1242 0.6323  -0.055
6 C 3.8724 -2.3429 -0.0230  -0.030
7 C 3.7212 -3.5407 -0.9360  -0.101
8 O 3.3753 -3.2764 -2.3588  -0.743
9 C 2.8096 -1.3470 0.0434  -0.244
10 C 1.6374 -1.5192 -0.7373  0.174
11 N 0.7545 -0.6276 -1.0376  -0.500
12 C -0.4295 -1.1103 -1.6763  0.085
13 C -1.0685 -2.2134 -1.1734  -0.212
14 C -2.3062 -2.5444 -1.7711  -0.194
15 C -2.8100 -1.8679 -2.8511  -0.229
16 C -2.2364 -0.6963 -3.2957  -0.221
17 C -1.0263 -0.3570 -2.6929  -0.123
18 I -0.0854 1.3678 -3.5129  0.165
19 C 3.1140 -0.2474 0.8627  0.398
20 O 2.3226 0.7519 0.9737  -0.717
21 H 5.3858 0.4950 3.3118  0.221
22 H 3.6310 0.7023 3.5074  0.221
23 H 4.4182 1.7142 2.3622  0.238
24 H 5.8516 -2.8883 0.5565  0.179
25 H 2.8696 -4.2149 -0.6879  0.185
26 H 4.6448 -4.1948 -0.8829  0.177
27 H 3.9925 -2.7132 -2.7742  0.469
28 H 1.4600 -2.5264 -1.1201  0.190
29 H -0.6639 -2.6980 -0.3334  0.222
30 H -2.8045 -3.4321 -1.4277  0.207
31 H -3.7370 -2.1914 -3.2661  0.209
32 H -2.6391 -0.0966 -4.1003  0.227
33 C -5.9005 -2.5772 3.1576  -0.742
34 C -6.8258 -1.9743 4.2006  0.448
35 O -7.5490 -2.5910 4.9247  -0.554
36 S -6.8779 -0.1718 4.3330  0.208
37 C -5.5283 0.3857 3.3639  -0.229
38 C -4.2660 0.4307 4.0495  -0.217
39 C -3.1428 0.6579 3.3308  -0.190
40 C -3.2185 1.0074 1.9733  -0.090
41 C -4.4803 1.0488 1.3668  -0.194
42 C -5.6870 0.7443 2.0401  -0.221
43 C -2.0030 1.2168 1.1681  -0.155
44 C -0.9701 1.3683 0.5951  -0.353
45 H -6.1503 -3.6485 3.1191  0.234
46 H -4.8473 -2.3916 3.2770  0.254
47 H -6.0510 -2.1492 2.1469  0.245
48 H -4.2806 0.1321 5.1397  0.227
49 H -2.1755 0.6982 3.8280  0.227
50 H -4.4480 1.3836 0.3047  0.226
51 H -6.6524 0.7586 1.5390  0.228
52 F 4.3533 4.6279 -5.2769  -0.302
53 C 3.6696 4.3299 -4.1919  0.202
54 C 2.9642 5.2936 -3.4623  0.248
55 F 2.9504 6.5422 -3.8954  -0.307
56 C 2.3491 5.0002 -2.2632  0.282
57 F 1.6276 5.9157 -1.6669  -0.306
58 C 2.4303 3.7297 -1.6239  0.239
59 O 1.7802 3.4969 -0.5392  -0.784
60 C 3.1668 2.7904 -2.3694  0.204
61 F 3.2880 1.5116 -1.9917  -0.322
62 C 3.8325 3.1093 -3.6025  0.284
63 F 4.6050 2.2761 -4.2097  -0.293

Atoms 1-6, force components in eV/Å:
Pd -0.077 -0.463 -0.055
C -2.330 1.092 -0.107
C 0.029 -0.144 0.218
N 0.756 0.376 0.614
C -2.234 -1.585 -1.120
C -0.015 0.534 -0.854

Calculated total energy = -2888.0837 a.u.
Charge = -1
Spin multiplicity = 3
HOMO-LUMO gap (spin up / spin down) = 0.262 / 0.259 hartree
Highest occupied orbital energy (spin up / spin down) = -5.15 / -5.23 eV

No. 5
The following is a quantum chemistry calculation of C30H19IrN8O2Se as an isolated structure in a non-equilibrium geometry, from OMol25.

Each line ends with the natural charge from an NBO analysis.
Positions of all 61 atoms, in Å:
1 Ir 0.4024 0.4340 -0.1841  1.490
2 O 0.5419 -1.4925 -0.6850  -0.438
3 N 0.2409 -1.8381 -1.8828  0.218
4 N -0.3097 -0.8682 -2.5498  0.213
5 O -0.5632 0.2740 -1.9584  -0.489
6 C -0.6609 -1.0687 -3.9020  0.097
7 C -0.2646 -2.2523 -4.5505  -0.191
8 C -0.5990 -2.4042 -5.8771  -0.181
9 C -1.3205 -1.4112 -6.5382  -0.113
10 C -1.7146 -0.2461 -5.8755  -0.189
11 C -1.3903 -0.0634 -4.5512  -0.206
12 H 0.2728 -3.0243 -4.0217  0.252
13 H -0.3048 -3.3009 -6.4034  0.257
14 H -1.5937 -1.5509 -7.5754  0.253
15 H -2.2847 0.5061 -6.4018  0.250
16 H -1.7138 0.8141 -4.0131  0.229
17 C 4.6107 -0.7421 0.2795  -0.228
18 C 3.2163 -0.7847 0.2257  0.096
19 N 2.4793 0.2573 -0.1461  -0.432
20 C 3.1408 1.3855 -0.5456  0.220
21 C 4.5282 1.5141 -0.5100  -0.072
22 C 5.2704 0.4097 -0.0617  -0.050
23 C 5.1252 2.7385 -0.9780  -0.138
24 C 4.3663 3.7146 -1.5174  -0.152
25 C 2.9389 3.5602 -1.6233  -0.057
26 C 2.1007 4.4757 -2.2770  -0.061
27 C 0.7641 4.1878 -2.4036  -0.180
28 C 0.2479 3.0267 -1.8306  0.075
29 N 1.0050 2.1751 -1.1443  -0.414
30 C 2.3458 2.4196 -1.0850  0.140
31 H 5.1487 -1.6298 0.5800  0.273
32 H 2.7052 -1.6948 0.4668  0.231
33 H 6.3508 0.4660 -0.0149  0.264
34 H 6.1994 2.8463 -0.9120  0.261
35 H 4.8185 4.6196 -1.9002  0.262
36 H 2.5166 5.3782 -2.7078  0.264
37 H 0.0979 4.8464 -2.9424  0.263
38 H -0.7885 2.7817 -1.9526  0.227
39 Se -0.8726 3.2482 6.7116  1.130
40 N -1.4553 3.7132 5.1000  -0.571
41 C -1.0186 2.8019 4.2662  0.081
42 C -1.3396 2.8024 2.8381  -0.067
43 C -2.2603 3.6565 2.2321  -0.043
44 C -2.5814 3.4537 0.9058  -0.221
45 C -1.9357 2.4620 0.1798  0.084
46 N -0.9875 1.6849 0.7179  -0.485
47 C -0.7359 1.8313 2.0522  0.240
48 C 0.0759 0.7937 2.6207  0.152
49 N 0.5067 -0.1372 1.7245  -0.429
50 C 0.9953 -1.2926 2.1976  0.072
51 C 1.1693 -1.5083 3.5577  -0.217
52 C 0.8476 -0.5140 4.4592  -0.046
53 C 0.2590 0.6598 3.9874  -0.057
54 C -0.2447 1.7416 4.8330  0.149
55 N -0.0514 1.7872 6.1279  -0.586
56 H -2.7476 4.4217 2.8232  0.279
57 H -3.3495 4.0413 0.4234  0.273
58 H -2.2261 2.2467 -0.8346  0.227
59 H 1.2002 -2.0691 1.4809  0.239
60 H 1.5446 -2.4652 3.8914  0.274
61 H 0.9836 -0.6504 5.5251  0.279

Atoms 1-6, force components in eV/Å:
Ir -0.363 -0.737 -1.670
O 0.511 -0.016 1.468
N -1.345 1.679 -1.790
N 0.927 -2.620 1.163
O -0.043 0.735 -0.227
C -0.300 0.076 -1.047

Calculated total energy = -4247.8838 a.u.
Charge = +3
Spin multiplicity = 2
HOMO-LUMO gap (spin up / spin down) = 0.244 / 0.199 hartree
Highest occupied orbital energy (spin up / spin down) = -16.71 / -16.66 eV

No. 6
The following is a quantum chemistry calculation of C30H20Cl5NOPRuS2Te as an isolated structure, from OMol25.

Each line ends with the natural charge from an NBO analysis.
Positions of all 62 atoms, in Å:
1 Ru 0.1358 1.8732 0.3508  0.676
2 N 2.4707 1.7322 1.8605  -0.823
3 C 2.2553 0.5667 2.5909  0.261
4 C 3.0907 -0.5400 2.4581  -0.277
5 C 2.8183 -1.7110 3.1473  -0.201
6 C 1.7065 -1.7887 3.9769  -0.270
7 C 0.8675 -0.6873 4.0886  -0.173
8 C 1.1151 0.4943 3.3965  -0.103
9 C 0.1713 1.6462 3.4752  -0.124
10 C -0.2761 2.0125 4.7529  -0.200
11 C -1.1925 3.0311 4.9484  -0.242
12 C -1.6592 3.7238 3.8418  -0.239
13 C -1.2021 3.3867 2.5734  -0.200
14 C -0.2864 2.3466 2.3383  -0.191
15 H 3.2937 1.7616 1.2840  0.398
16 H 2.2559 2.6030 2.3185  0.406
17 H 3.9482 -0.4771 1.7960  0.212
18 H 3.4673 -2.5691 3.0211  0.209
19 H 1.4780 -2.7054 4.5068  0.204
20 H -0.0360 -0.7583 4.6832  0.209
21 H 0.1171 1.4766 5.6093  0.204
22 H -1.5233 3.2881 5.9480  0.201
23 H -2.3666 4.5373 3.9585  0.203
24 H -1.5705 3.9611 1.7357  0.207
25 Cl -5.3686 3.5160 -4.6234  0.014
26 C -3.9310 3.0762 -3.7638  -0.146
27 C -3.9738 2.8261 -2.3924  -0.056
28 Cl -5.4655 2.9987 -1.5334  0.026
29 C -2.8334 2.4230 -1.7175  -0.146
30 Cl -2.8503 2.1326 -0.0144  0.063
31 C -1.5866 2.2259 -2.3617  0.332
32 O -0.5365 1.7759 -1.7894  -0.748
33 C -1.5677 2.5494 -3.7415  -0.058
34 Cl -0.0378 2.4056 -4.5383  0.014
35 C -2.7097 2.9408 -4.4271  -0.085
36 Cl -2.6321 3.2509 -6.1294  0.021
37 Te 0.9388 4.1888 -0.1371  -0.119
38 S 2.0928 0.4310 -1.0828  -0.548
39 P 0.6865 -0.9278 -0.7363  1.161
40 S -0.5832 -0.4859 0.7672  -0.506
41 C 1.4519 -2.5631 -0.3911  -0.405
42 C 1.2354 -3.2502 0.7969  -0.128
43 C 1.8487 -4.4823 1.0167  -0.229
44 C 2.6793 -5.0300 0.0516  -0.215
45 C 2.8953 -4.3485 -1.1432  -0.223
46 C 2.2849 -3.1242 -1.3621  -0.176
47 C -0.2743 -1.3129 -2.2355  -0.305
48 C 0.0636 -0.7756 -3.4690  -0.202
49 C -0.6747 -1.1135 -4.5993  -0.222
50 C -1.7502 -1.9838 -4.4942  -0.211
51 C -2.0979 -2.5129 -3.2546  -0.211
52 C -1.3639 -2.1749 -2.1278  -0.217
53 H 0.6083 -2.8055 1.5608  0.234
54 H 1.6853 -5.0036 1.9533  0.206
55 H 3.1594 -5.9860 0.2254  0.205
56 H 3.5449 -4.7717 -1.9004  0.207
57 H 2.4616 -2.5875 -2.2887  0.223
58 H 0.8746 -0.0594 -3.5265  0.250
59 H -0.4233 -0.6714 -5.5571  0.215
60 H -2.3325 -2.2342 -5.3731  0.206
61 H -2.9499 -3.1768 -3.1652  0.206
62 H -1.6467 -2.5633 -1.1562  0.224

Atoms 1-6, force components in eV/Å:
Ru 0.213 -0.310 -0.301
N 0.015 -0.175 0.011
C 0.047 0.038 -0.052
C 0.047 -0.016 -0.010
C -0.037 0.059 0.061
C 0.060 0.089 -0.031

Calculated total energy = -5086.9615 a.u.
Charge = -1
Spin multiplicity = 5
HOMO-LUMO gap (spin up / spin down) = 0.273 / 0.229 hartree
Highest occupied orbital energy (spin up / spin down) = -5.02 / -4.83 eV

- The highest charge belongs to which entry?
  C30H19IrN8O2Se

- charge of number 3 (C30H16BrCl4F6N5O8S2Ti)?
  0

- What is the charge in the first record?
  0